(1)
Formula: C11H14N3S
Source: the OMol25 dataset
Level of theory: ωB97M-V/def2-TZVPD

Geometry as XYZ:
```
29
Properties=species:S:1:pos:R:3:lowdin_charge:R:1
C -1.571 -1.038 -3.192 -0.06
C -2.170 -0.207 -2.283 -0.05
C -0.349 -1.662 -2.931 -0.05
C -1.448 0.113 -1.155 -0.06
C 0.377 -1.352 -1.810 -0.02
C -1.417 -1.585 1.674 -0.15
C -1.797 -0.915 3.773 -0.51
C -0.204 -0.435 -0.895 -0.20
C -0.591 -0.538 1.766 -0.45
C 1.982 -0.260 0.613 -0.18
C 0.419 0.148 0.368 -0.25
N -2.158 -1.785 2.895 0.01
N 0.389 1.652 0.517 0.16
N 2.597 0.762 1.392 0.01
S -0.637 0.213 3.290 1.02
H -2.145 -1.518 -3.911 0.10
H -3.127 0.160 -2.665 0.13
H 0.075 -2.340 -3.623 0.11
H -1.857 0.844 -0.452 0.12
H 1.326 -1.822 -1.792 0.10
H -1.534 -2.324 0.935 0.11
H -2.278 -0.881 4.817 0.12
H 2.420 -0.483 -0.324 0.09
H 1.789 -1.322 1.191 0.19
H 0.647 2.141 -0.395 0.20
H 1.356 1.614 1.072 0.10
H 3.337 1.185 0.908 0.09
H 3.058 0.393 2.285 0.17
H -0.421 2.115 0.936 0.15
```

## Properties
HOMO ... -12.6 eV
F_max ... 5.36 eV/Å
Frontier orbital gap ... 9.58 eV
Charge ... +1

---

(2)
Formula: C11H14NO
Source: the OMol25 dataset
Level of theory: ωB97M-V/def2-TZVPD

Geometry as XYZ:
```
27
Properties=species:S:1:pos:R:3:lowdin_charge:R:1
C -3.793 0.478 0.094 -0.07
C -3.393 1.402 -0.876 -0.07
C -2.948 -0.615 0.453 -0.03
C -2.095 1.306 -1.435 0.00
C -1.710 -0.860 -0.152 -0.16
C -1.244 0.213 -1.021 -0.28
C 0.521 -1.578 0.705 0.00
C 1.139 -0.542 0.243 0.09
C -0.847 -2.008 0.219 -0.09
C 2.323 1.456 0.961 0.00
C 3.591 -0.414 -0.158 0.07
N 2.283 0.393 0.026 -0.16
O 0.072 0.172 -1.400 -0.05
H -4.767 0.430 0.508 0.09
H -4.100 2.114 -1.243 0.10
H -3.428 -1.175 1.265 0.12
H -1.518 2.007 -2.118 0.13
H 0.919 -2.005 1.622 0.15
H -1.400 -2.652 0.933 0.15
H -0.502 -2.540 -0.630 0.13
H 1.299 1.705 1.156 0.12
H 2.913 1.202 1.879 0.14
H 2.819 2.298 0.515 0.12
H 3.614 -1.003 -1.064 0.12
H 4.254 0.409 -0.272 0.09
H 3.905 -0.878 0.755 0.11
H 2.091 0.686 -0.964 0.19
```

## Properties
HOMO (alpha / beta) ... -11.2 / -11.2 eV
F_max ... 5.77 eV/Å
Frontier orbital gap (alpha / beta) ... 6.88 / 6.87 eV
Charge ... +1

---

no.,electronic energy (eV)
1,-26930.84815
2,-15160.09684